Below is 2 unconnected molecules or ions with the total composition CHIN2 in a non-equilibrium geometry, with properties calculated with wB97M-V/def2-TZVPD.

```
5
Properties=species:S:1:pos:R:3:forces:R:3:mulliken_charge:R:1
C -1.417 0.570 -0.764 -0.0191 -0.5890 -0.0407 0.063
N -2.115 -0.393 -1.544 -0.5678 -0.6289 0.6383 -0.133
N -1.546 0.473 -2.195 0.7345 0.8714 -0.1079 -0.127
I -2.482 2.018 0.414 0.5506 -0.4963 -0.2928 0.084
H 0.244 -0.837 -0.065 -0.6982 0.8429 -0.1969 0.113
```
Positions in Å, forces in eV/Å.

Properties
LUMO (spin up / spin down) in eV: -1.036 / -1.742
E in Ha: -445.6591
HOMO-LUMO gap (spin up / spin down) in eV: 8.5 / 8.2
Net charge: 0
ΔE to the lowest compared entry with this formula, charge and spin in eV: 5.428

=====

Below is 2 unconnected molecules or ions with the total composition CHIN2 in a non-equilibrium geometry, with properties calculated with wB97M-V/def2-TZVPD.

```
5
Properties=species:S:1:pos:R:3:forces:R:3:mulliken_charge:R:1
C -0.038 -1.495 0.247 -0.0485 4.4414 -1.3742 -0.022
N 0.115 -2.576 0.573 0.2055 -2.1107 0.6527 -0.301
N 0.005 0.890 -0.699 -3.6807 -2.1591 -0.6221 -0.378
I -1.012 2.204 0.348 0.1085 -0.2188 0.1338 0.395
H 0.930 0.977 -0.469 3.4152 0.0472 1.2097 0.306
```
Positions in Å, forces in eV/Å.

Properties
LUMO (spin up / spin down) in eV: -3.798 / -3.784
E in Ha: -445.6834
HOMO-LUMO gap (spin up / spin down) in eV: 6.5 / 6.5
Net charge: 0
ΔE to the lowest compared entry with this formula, charge and spin in eV: 4.768

=====

Q: Which value of ΔE to the lowest compared entry with this formula, charge and spin does entry 2 give?
A: 4.768 eV